A cluster of 5 separate species, C48H70N4O9S3 in total. Source: the Open Molecules 2025 dataset; level of theory: wB97M-V/def2-TZVPD.

frontier orbital gap = 0.222 Eh
E_tot = -3960.836756 hartree
structure (SMILES) = S=C(SCCCc1cc(S)c(CCCCCCCCCCCCn2cccc2)c2nccnc12)N1CCOCC1.O=C1CCCO1.O=C1CCCO1.O=C1CCCO1.O=C1CCCO1

Geometry as ORCA input:
```
! wB97M-V def2-TZVPD RIJCOSX def2/J DEFGRID3
* xyz 0 1
S 1.11 -2.34 2.70
C 2.41 -1.36 3.30
S 4.04 -1.56 2.31
C 4.77 0.15 1.96
C 6.40 0.05 1.76
C 7.13 1.55 1.68
C 6.23 2.41 0.58
C 6.41 1.99 -0.99
C 5.51 2.76 -2.13
S 5.73 2.29 -3.93
C 4.45 3.92 -1.58
C 3.51 4.67 -2.69
C 1.96 4.07 -2.60
C 1.87 2.45 -2.86
C 0.83 1.76 -1.74
C -0.41 0.99 -2.51
C -1.88 1.54 -1.94
C -2.77 0.30 -1.32
C -4.38 0.54 -1.57
C -5.28 0.49 -0.19
C -6.91 0.37 -0.49
C -7.68 1.80 -0.22
C -8.78 1.68 1.03
N -9.22 3.06 1.50
C -8.47 4.37 1.58
C -9.37 5.67 2.14
C -10.82 4.95 2.38
C -10.63 3.38 1.97
C 4.29 4.35 0.00
N 3.30 5.43 0.33
C 3.28 5.75 1.80
C 4.19 4.95 2.89
N 5.15 3.83 2.61
C 5.18 3.59 1.12
N 2.27 -0.41 4.46
C 3.35 -0.60 5.51
C 2.83 -1.22 6.94
O 1.71 -0.47 7.56
C 1.05 0.40 6.53
C 0.90 -0.44 5.10
H 4.58 0.79 2.94
H 4.19 0.56 1.02
H 6.65 -0.61 0.82
H 6.93 -0.49 2.68
H 7.13 2.07 2.75
H 8.24 1.43 1.31
H 7.16 1.13 -1.26
H 6.84 3.01 -4.42
H 3.95 4.56 -3.77
H 3.45 5.81 -2.42
H 1.56 4.35 -1.51
H 1.34 4.62 -3.44
H 1.43 2.26 -3.96
H 2.90 1.89 -2.71
H 1.44 0.95 -1.15
H 0.44 2.55 -0.98
H -0.30 -0.19 -2.34
H -0.44 1.15 -3.67
H -2.49 1.99 -2.85
H -1.74 2.37 -1.13
H -2.60 0.24 -0.15
H -2.45 -0.73 -1.81
H -4.78 -0.28 -2.30
H -4.51 1.58 -2.12
H -4.91 -0.43 0.48
H -5.08 1.47 0.42
H -7.30 -0.46 0.24
H -7.05 0.02 -1.60
H -6.89 2.64 -0.04
H -8.28 2.04 -1.21
H -9.70 1.02 0.69
H -8.24 1.11 1.92
H -7.32 4.42 1.27
H -9.01 6.78 2.29
H -11.78 5.50 2.78
H -11.56 2.66 2.06
H 2.55 6.61 2.16
H 4.07 5.28 4.03
H 4.27 -1.24 5.17
H 3.78 0.48 5.75
H 3.76 -1.27 7.68
H 2.51 -2.36 6.78
H 1.59 1.44 6.40
H -0.05 0.58 6.94
H 0.12 0.14 4.44
H 0.52 -1.51 5.41
O -1.97 -0.08 -4.68
C -2.80 -0.91 -5.00
O -4.12 -0.86 -4.63
C -4.77 -2.04 -5.10
C -3.93 -2.54 -6.24
C -2.54 -2.13 -5.82
H -4.83 -2.76 -4.27
H -5.79 -1.79 -5.42
H -4.03 -3.62 -6.41
H -4.20 -2.03 -7.16
H -2.06 -2.89 -5.19
H -1.91 -1.90 -6.69
O -3.02 -3.92 2.23
C -2.69 -4.90 2.88
O -3.36 -6.09 2.87
C -2.77 -6.97 3.82
C -1.36 -6.45 4.02
C -1.53 -4.97 3.83
H -3.35 -6.94 4.74
H -2.77 -7.99 3.42
H -0.94 -6.72 4.99
H -0.71 -6.85 3.23
H -1.80 -4.47 4.76
H -0.64 -4.51 3.39
O 6.23 -0.92 5.81
C 7.37 -1.36 5.81
O 7.90 -2.10 4.80
C 9.20 -2.54 5.19
C 9.65 -1.59 6.26
C 8.35 -1.22 6.93
H 9.13 -3.57 5.55
H 9.87 -2.53 4.32
H 10.39 -2.01 6.94
H 10.09 -0.69 5.80
H 8.09 -1.92 7.73
H 8.37 -0.19 7.31
O -2.41 -1.42 -8.62
C -2.38 -2.26 -9.50
O -3.48 -2.90 -9.99
C -3.06 -3.90 -10.92
C -1.70 -3.47 -11.38
C -1.14 -2.78 -10.16
H -3.05 -4.87 -10.41
H -3.78 -3.95 -11.75
H -1.08 -4.30 -11.73
H -1.79 -2.75 -12.20
H -0.64 -3.49 -9.48
H -0.46 -1.97 -10.43
*
```